(1)
Computed, not measured: the molecule C2H8Si2 in a non-equilibrium geometry, with ωB97M-V/def2-TZVPD.

## Properties
Relative energy (zero: lowest compared OMol25 entry of this formula, charge and spin)   25.6 kcal/mol
Total charge   0
HOMO energy   -8.1 eV
Frontier orbital gap   8.9236 eV

Geometry (Å):
C  -0.9658  1.2769  -0.1832
C  1.0253  -1.3747  0.0589
Si  -0.8536  -0.7295  -0.0109
Si  0.9161  0.7664  -0.0426
H  -1.3556  1.5351  0.7947
H  1.5210  -1.7990  -0.8103
H  -1.3945  -1.4077  -1.1147
H  -1.1474  -0.8608  1.4052
H  1.2350  -1.6790  1.0017
H  1.1779  1.2018  1.2960
H  -1.4902  1.7419  -1.0248
H  1.3320  1.3287  -1.3700

(2)
Computed, not measured: a structure of composition C42H33CsF3GeN4O3S2, with ωB97M-V/def2-TZVPD.

## Properties
Relative energy (zero: lowest compared OMol25 entry of this formula, charge and spin)   12.4 kcal/mol
Total charge   -2
HOMO energy   -1.7 eV
Frontier orbital gap   5.5446 eV
Spin multiplicity   2
⟨S²⟩   0.762

Geometry (Å):
Cs  0.7833  -1.2330  0.4569
N  4.3724  3.1424  -0.1883
C  3.4110  2.2212  0.2083
S  3.4885  0.6821  -0.5338
N  2.5626  2.7410  1.0761
N  1.5747  1.9116  1.5015
C  0.7236  2.4295  2.3116
C  0.7114  3.8643  2.7213
C  0.6735  4.2139  4.0678
C  0.6393  5.5455  4.4596
C  0.6294  6.5495  3.5035
C  0.6568  6.2114  2.1553
C  0.7040  4.8826  1.7674
C  -0.3172  1.5498  2.8985
C  -1.5653  2.0704  3.2483
C  -2.5336  1.2253  3.7609
C  -2.2363  -0.1190  3.9250
C  -0.9678  -0.5449  3.5713
N  -0.0260  0.2579  3.0838
H  5.2018  2.7114  -0.5615
H  4.5164  3.8850  0.4804
H  0.6691  3.4296  4.8158
H  0.6151  5.7971  5.5134
H  0.5950  7.5897  3.8051
H  0.6435  6.9893  1.4012
H  0.7399  4.6169  0.7207
H  -1.7790  3.1166  3.0822
H  -3.5204  1.6027  3.9957
H  -2.9801  -0.8224  4.2739
H  -0.6933  -1.5911  3.6772
C  -0.0422  2.6267  -5.2252
C  0.5062  2.7257  -3.9257
C  0.4851  1.6520  -3.0823
C  -0.0990  0.4349  -3.5086
C  -0.2116  -0.7036  -2.7041
C  -0.8155  -1.8633  -3.0259
C  -1.3661  -1.9461  -4.3364
C  -1.2813  -0.8898  -5.1962
C  -0.6543  0.3247  -4.8100
C  -0.6024  1.4582  -5.6582
H  -0.0217  3.4894  -5.8812
H  0.9468  3.6583  -3.5961
H  0.9097  1.7044  -2.0877
H  -0.9108  -2.6871  -2.3267
H  -1.8780  -2.8548  -4.6311
H  -1.7300  -0.9482  -6.1813
H  -1.0351  1.3858  -6.6505
C  -4.1658  5.2022  0.1819
C  -2.8685  4.8204  0.4979
C  -2.4561  3.5132  0.2641
C  -3.3095  2.5450  -0.2707
C  -4.6027  2.9630  -0.5951
C  -5.0309  4.2669  -0.3733
Ge  -2.5932  0.6634  -0.5069
C  -3.6674  0.2641  -2.1884
C  -4.4645  -0.8737  -2.3548
C  -5.1490  -1.1261  -3.5376
C  -5.0556  -0.2400  -4.6046
C  -4.2619  0.8910  -4.4698
C  -3.5799  1.1275  -3.2826
C  -3.8070  -0.3135  0.7902
C  -4.8403  0.2481  1.5431
C  -5.5718  -0.5009  2.4593
C  -5.2901  -1.8482  2.6462
C  -4.2673  -2.4344  1.9099
C  -3.5386  -1.6711  1.0061
H  -4.4978  6.2190  0.3609
H  -2.1761  5.5369  0.9271
H  -1.4348  3.2322  0.5067
H  -5.2932  2.2527  -1.0401
H  -6.0439  4.5555  -0.6357
H  -4.5655  -1.5811  -1.5380
H  -5.7590  -2.0195  -3.6264
H  -5.5895  -0.4316  -5.5291
H  -4.1652  1.5913  -5.2937
H  -2.9565  2.0157  -3.2093
H  -5.0758  1.3007  1.4206
H  -6.3670  -0.0310  3.0306
H  -5.8592  -2.4341  3.3599
H  -4.0240  -3.4826  2.0447
H  -2.7296  -2.1558  0.4654
F  1.2523  -4.9236  -1.6082
C  0.5117  -5.7244  -0.8251
F  1.2888  -6.7552  -0.4544
F  -0.4775  -6.2247  -1.5827
S  -0.1523  -4.8037  0.6281
O  -0.9223  -5.7987  1.3305
O  -0.9083  -3.7442  -0.0152
O  1.0508  -4.3357  1.2974

(3)
Computed, not measured: the ion C2H9N5 with charge +2 in a non-equilibrium geometry, with ωB97M-V/def2-TZVPD.

## Properties
Relative energy (zero: lowest compared OMol25 entry of this formula, charge and spin)   158.5 kcal/mol
Total charge   +2
HOMO energy (spin up / spin down)   -18.9 / -18.9 eV
Frontier orbital gap (spin up / spin down)   8.0950 / 8.0944 eV

Geometry (Å):
C  -0.0461  -0.1749  0.4849
C  -0.6629  -0.0542  1.7952
N  1.0851  -1.5619  0.5904
N  -0.1374  0.6391  -0.5337
N  -0.9478  1.6874  -0.4173
N  1.5251  -2.2094  -0.3332
N  0.5478  0.5616  -1.6822
H  -0.3154  0.8318  2.3351
H  -0.3971  -0.9107  2.4143
H  -1.7547  -0.0276  1.7437
H  -1.3288  1.9244  0.4902
H  -0.9754  2.3924  -1.1407
H  2.1135  -3.0189  -0.0558
H  1.3779  -2.1006  -1.3484
H  0.7905  -0.3174  -2.1070
H  0.4000  1.3094  -2.3518

(4)
Computed, not measured: a cluster of 6 separate species, C6H26N2O5 in total in a non-equilibrium geometry, with ωB97M-V/def2-TZVPD.

## Properties
Relative energy (zero: lowest compared OMol25 entry of this formula, charge and spin)   67.8 kcal/mol
Total charge   0
HOMO energy   -8.9 eV
Frontier orbital gap   9.3569 eV
SMILES   CCCN[C@@H](C)CN.O.O.O.O.O

Geometry (Å):
C  -2.7217  2.8739  0.8301
C  -2.7183  1.3947  0.3931
C  -1.5901  0.9779  -0.6847
N  -0.3663  0.5833  0.0501
C  0.8243  0.5130  -0.8558
C  0.7041  -0.8045  -1.6561
C  1.1751  1.7298  -1.7508
N  2.0919  2.7009  -1.1509
H  -1.6749  3.2144  1.1417
H  -2.9110  3.5226  -0.0423
H  -3.2555  2.9410  1.7512
H  -2.7421  0.8160  1.3647
H  -3.6906  1.0794  -0.0059
H  -1.5562  1.7927  -1.3990
H  -1.9693  0.0625  -1.1422
H  -0.1718  1.1910  0.8222
H  1.6178  0.3303  -0.0521
H  0.7414  -1.6688  -1.0396
H  -0.1927  -0.8957  -2.2852
H  1.4870  -0.9376  -2.3715
H  1.7812  1.2570  -2.5847
H  0.3552  2.2475  -2.2348
H  1.7258  2.9642  -0.1864
H  3.0045  2.2478  -1.2763
O  1.6166  -4.1446  0.5579
H  2.1723  -4.4123  -0.1777
H  0.7973  -3.7877  0.2010
O  -0.3103  -1.8202  3.2217
H  0.0748  -2.5387  3.7239
H  -1.2720  -1.8667  3.1303
O  0.1051  -4.1049  -2.6070
H  0.8605  -3.5015  -2.4240
H  -0.4424  -4.1226  -1.8303
O  1.1592  4.1010  2.1179
H  0.2374  4.2654  2.0537
H  2.0020  4.5262  2.0719
O  -0.3780  -2.5016  0.5969
H  -0.3123  -1.5711  0.3698
H  0.0141  -2.5358  1.5173

> Which formula does entry 1 have?

C2H8Si2